No. 1
DFT (wB97M-V/def2-TZVPD) results for an isolated molecule of CH4N2OS2 in a non-equilibrium geometry.

Computed properties:
HOMO level (Eh): -0.324
Relative energy (zero: lowest compared OMol25 entry of this formula, charge and spin) (kJ/mol): 164.1
SMILES: ONC(=S)NS

```
! wB97M-V def2-TZVPD RIJCOSX def2/J DEFGRID3
* xyz 0 1
O 1.7603 1.5571 -0.0260
N 0.5104 0.9821 -0.2129
C 0.3896 -0.3653 -0.1652
S 1.8013 -1.3050 -0.0316
N -0.8362 -0.9108 -0.2623
S -2.3123 -0.0873 -0.0884
H 2.3747 0.7467 0.0127
H -0.2868 1.6066 -0.1565
H -0.8360 -1.9540 -0.2791
H -2.5650 -0.2701 1.2092
*
```

---

No. 2
DFT (wB97M-V/def2-TZVPD) results for an isolated molecule of CH4N2P2 in a non-equilibrium geometry.

Computed properties:
HOMO level (Eh): -0.301
Relative energy (zero: lowest compared OMol25 entry of this formula, charge and spin) (kJ/mol): 100.9
SMILES: [H]/N=C1/[PH]#P1N

```
! wB97M-V def2-TZVPD RIJCOSX def2/J DEFGRID3
* xyz 0 1
H -0.6635 2.1538 -1.0020
N -1.3150 1.8298 -0.3149
C -1.5545 0.6348 -0.4887
P -2.2845 -0.6216 0.4909
P -0.7605 -0.8405 -1.0081
N 0.7100 -0.7261 -0.1465
H -1.6502 -0.0338 1.5882
H 1.5552 -0.7586 -0.6323
H 0.7367 -1.1299 0.7817
*
```